Below is C25H46GdP2 as an isolated structure at a distorted geometry, with properties calculated with wB97M-V/def2-TZVPD.

Summary:
Molar mass in g/mol: 565.84
Charge: +1
Energy above the lowest of the compared OMol25 structures with the same formula, charge and spin in kcal/mol: 127.95
Orbital gap (spin up / spin down) in eV: 6.507 / 5.574
E_LUMO (spin up / spin down) in eV: -2.88 / -3.69
Spin multiplicity: 8

Cartesian coordinates (Å):
Gd  0.26  -0.47  0.76
C  -0.68  -2.37  2.91
C  0.69  -2.51  2.52
C  0.55  -0.82  4.09
C  -0.75  -1.35  3.91
C  1.45  -1.51  3.22
C  -1.80  -3.25  2.50
H  -1.61  -3.78  1.56
H  -2.73  -2.69  2.36
H  -2.03  -4.03  3.25
C  -1.94  -0.99  4.70
H  -2.76  -1.70  4.53
H  -2.32  0.01  4.45
H  -1.72  -0.99  5.78
C  0.92  0.17  5.12
H  0.52  -0.10  6.11
H  0.55  1.18  4.89
H  2.01  0.26  5.22
C  2.92  -1.33  3.17
H  3.45  -1.89  3.95
H  3.20  -0.28  3.31
H  3.35  -1.64  2.21
C  1.25  -3.57  1.65
H  1.58  -4.46  2.22
H  2.14  -3.23  1.09
H  0.53  -3.94  0.91
C  -1.78  0.89  -3.72
C  -1.91  -0.46  -3.73
C  -1.01  -1.40  -4.48
C  0.50  -1.00  -4.45
C  0.99  -0.34  -3.19
C  1.17  1.00  -3.17
C  0.55  1.99  -4.09
C  -0.87  1.64  -4.64
H  -1.30  -1.44  -5.55
H  0.69  -0.33  -5.31
H  -1.14  -2.41  -4.06
H  -0.74  1.07  -5.58
H  -2.51  1.50  -3.19
H  -2.80  -0.92  -3.30
H  -1.36  2.60  -4.89
H  0.51  2.96  -3.57
H  1.90  1.48  -2.53
H  1.19  2.13  -4.98
H  1.07  -1.93  -4.62
H  1.40  -1.01  -2.43
P  -1.92  0.78  -0.33
P  1.73  1.81  0.33
C  -0.81  2.00  -1.22
C  0.44  2.75  -0.65
H  -1.49  2.74  -1.67
H  -0.43  1.36  -2.02
H  0.94  3.28  -1.47
H  0.09  3.53  0.04
C  2.70  3.02  1.26
H  3.32  2.47  1.99
H  2.03  3.69  1.81
H  3.37  3.61  0.61
C  3.11  1.05  -0.64
H  3.70  1.82  -1.17
H  2.77  0.30  -1.37
H  3.77  0.53  0.07
C  -3.65  0.84  -0.92
H  -4.23  0.07  -0.38
H  -3.79  0.65  -1.99
H  -4.06  1.83  -0.67
C  -1.35  -0.90  -1.03
H  -0.41  -1.52  -0.84
H  -1.13  -0.67  -2.08
H  -2.17  -1.63  -0.96
C  -0.92  1.31  1.86
H  -0.17  1.46  2.65
H  -1.77  0.80  2.32
H  -1.25  2.32  1.54

=====

Below is a 5-piece molecular cluster, C25H46INO19S4 overall at a distorted geometry, with properties calculated with wB97M-V/def2-TZVPD.

Summary:
Molar mass in g/mol: 919.80
Orbital gap in eV: 8.021
Structure (SMILES): CCC(=O)OCCC1=C(ON=O)C(=O)C(CCO)=C(I)C1=O.CCOS(C)(=O)=O.CCOS(C)(=O)=O.CCOS(C)(=O)=O.CCOS(C)(=O)=O
E_LUMO in eV: -1.49
Spin multiplicity: 1

Cartesian coordinates (Å):
C  2.50  -3.09  6.21
C  3.50  -2.46  5.27
C  2.86  -1.66  4.17
O  1.79  -1.10  4.31
O  3.55  -1.58  3.01
C  4.00  -0.24  2.73
C  5.10  -0.24  1.70
C  6.52  -0.26  2.20
C  7.53  0.20  1.45
O  7.32  0.70  0.20
N  7.91  -0.20  -0.85
O  7.35  -1.20  -0.89
C  8.93  0.16  1.92
O  9.86  0.24  1.14
C  9.19  0.04  3.38
C  10.53  0.42  3.90
C  10.55  1.79  4.57
O  10.40  2.84  3.63
C  8.19  -0.41  4.14
I  8.27  -0.68  6.21
C  6.89  -0.82  3.52
O  6.18  -1.63  4.08
H  1.76  -3.69  5.70
H  3.04  -3.77  6.85
H  2.02  -2.38  6.86
H  4.16  -1.79  5.81
H  4.13  -3.23  4.84
H  4.26  0.28  3.65
H  3.15  0.28  2.31
H  4.96  -1.10  1.05
H  4.97  0.62  1.07
H  11.31  0.37  3.14
H  10.81  -0.31  4.66
H  11.53  1.89  5.05
H  9.81  1.86  5.35
H  11.18  2.83  3.09
O  1.65  -0.12  0.56
S  0.45  -0.91  0.59
O  0.49  -2.29  0.24
O  -0.66  -0.18  -0.30
C  -0.31  0.16  -1.67
C  -0.33  -1.05  -2.59
C  -0.34  -0.72  2.14
H  0.66  0.66  -1.69
H  -1.06  0.88  -1.98
H  0.46  -1.75  -2.34
H  -0.19  -0.73  -3.62
H  -1.28  -1.57  -2.51
H  -0.39  0.34  2.39
H  0.27  -1.25  2.88
H  -1.33  -1.16  2.08
O  -0.17  2.75  2.86
S  0.01  3.91  2.03
O  0.57  5.11  2.56
O  -1.38  4.25  1.32
C  -2.54  4.42  2.17
C  -2.54  5.75  2.90
C  0.89  3.46  0.57
H  -2.61  3.58  2.87
H  -3.39  4.36  1.50
H  -1.73  5.81  3.63
H  -3.48  5.89  3.43
H  -2.40  6.57  2.19
H  0.45  2.57  0.14
H  1.92  3.27  0.86
H  0.85  4.30  -0.13
O  -2.89  -0.47  -4.42
S  -4.09  -1.25  -4.45
O  -4.05  -2.62  -4.85
O  -5.17  -0.48  -5.33
C  -4.78  -0.08  -6.66
C  -4.73  -1.23  -7.64
C  -4.92  -1.13  -2.91
H  -3.82  0.44  -6.62
H  -5.52  0.65  -6.97
H  -3.94  -1.94  -7.39
H  -4.55  -0.86  -8.65
H  -5.67  -1.78  -7.64
H  -4.98  -0.08  -2.62
H  -4.33  -1.69  -2.18
H  -5.91  -1.56  -3.00
O  -9.07  -3.34  -3.63
S  -8.90  -2.15  -4.40
O  -8.35  -0.97  -3.79
O  -10.28  -1.78  -5.09
C  -11.45  -1.67  -4.25
C  -11.47  -0.38  -3.46
C  -7.99  -2.51  -5.86
H  -11.52  -2.54  -3.60
H  -12.30  -1.70  -4.93
H  -10.67  -0.35  -2.72
H  -12.42  -0.28  -2.93
H  -11.34  0.48  -4.11
H  -8.43  -3.38  -6.33
H  -6.96  -2.70  -5.56
H  -8.03  -1.64  -6.51

=====

Below is a 7-piece molecular cluster, C25H46N6O overall at a distorted geometry, with properties calculated with wB97M-V/def2-TZVPD.

Summary:
Molar mass in g/mol: 446.68
Orbital gap in eV: 10.509
Structure (SMILES): CCCC#N.CCCC#N.CCCC#N.CCCC#N.CCCC#N.CCCC#N.CO
E_LUMO in eV: 0.05
Spin multiplicity: 1

Cartesian coordinates (Å):
C  9.06  10.74  16.34
O  9.63  11.39  17.44
H  8.62  11.39  15.58
H  9.85  10.08  15.98
H  8.28  10.10  16.75
H  8.92  11.85  17.89
C  16.34  10.59  17.01
C  15.22  10.32  18.05
C  15.42  10.99  19.45
C  15.77  12.45  19.38
N  16.10  13.56  19.33
H  16.53  11.67  16.95
H  15.93  10.32  16.04
H  17.25  10.09  17.32
H  15.08  9.24  18.12
H  14.28  10.70  17.65
H  16.34  10.60  19.87
H  14.68  10.81  20.23
C  19.03  8.66  11.23
C  17.74  7.98  11.76
C  16.45  8.75  11.53
C  16.30  9.31  10.16
N  16.19  9.76  9.11
H  19.08  9.68  11.60
H  18.84  8.65  10.16
H  19.91  8.11  11.56
H  17.82  7.69  12.81
H  17.61  7.06  11.19
H  16.41  9.53  12.29
H  15.61  8.09  11.76
C  7.41  14.74  8.43
C  8.69  14.07  8.96
C  8.39  13.21  10.18
C  7.80  13.93  11.35
N  7.38  14.50  12.27
H  7.65  15.45  7.64
H  6.98  15.36  9.21
H  6.64  14.05  8.10
H  9.42  14.82  9.25
H  9.19  13.56  8.14
H  9.35  12.82  10.52
H  7.77  12.36  9.92
C  13.29  12.96  9.64
C  12.13  12.04  9.56
C  12.60  10.67  9.13
C  13.23  10.59  7.80
N  13.75  10.54  6.74
H  13.95  12.77  10.49
H  12.99  14.01  9.73
H  13.81  12.98  8.69
H  11.45  12.45  8.82
H  11.65  11.98  10.54
H  11.76  9.99  9.12
H  13.29  10.30  9.89
C  8.17  6.79  14.74
C  9.69  6.79  15.18
C  10.54  6.14  14.06
C  10.60  6.94  12.81
N  10.61  7.49  11.86
H  7.76  5.78  14.72
H  8.02  7.22  13.75
H  7.61  7.47  15.38
H  9.75  6.29  16.15
H  10.00  7.83  15.19
H  10.16  5.15  13.82
H  11.56  6.01  14.42
C  12.75  9.09  14.63
C  13.52  9.81  13.54
C  13.18  11.35  13.45
C  11.81  11.74  13.20
N  10.69  12.06  13.06
H  12.93  9.57  15.60
H  13.02  8.04  14.73
H  11.67  9.16  14.49
H  13.23  9.37  12.58
H  14.60  9.69  13.65
H  13.82  11.57  12.59
H  13.52  11.85  14.36

=====

Below is C25H47AlF3O3 as an isolated structure at a distorted geometry, with properties calculated with wB97M-V/def2-TZVPD.

Summary:
Molar mass in g/mol: 479.62
Charge: -1
Orbital gap in eV: 6.949
E_LUMO in eV: 2.16
Spin multiplicity: 1

Cartesian coordinates (Å):
C  2.46  1.52  3.36
C  2.59  1.58  2.16
Al  2.87  1.81  0.13
C  1.27  1.10  -0.93
C  1.32  -0.46  -1.23
C  1.31  -0.71  -2.78
C  -0.12  -0.83  -3.40
C  -0.91  0.53  -3.53
C  -2.45  0.40  -3.13
C  -2.70  0.76  -1.61
C  -2.69  -0.55  -0.73
C  -1.99  -0.40  0.66
C  -2.84  0.52  1.63
C  -1.90  0.86  2.87
C  -2.59  2.01  3.70
C  4.61  0.82  -0.28
C  5.81  1.30  0.66
C  6.99  1.91  -0.21
C  6.44  0.02  1.37
O  3.02  3.61  -0.32
C  2.01  4.39  0.30
C  0.60  4.35  -0.41
C  -0.57  3.97  0.59
H  2.54  1.78  4.42
H  0.31  1.32  -0.41
H  1.33  1.62  -1.92
H  2.28  -0.84  -0.79
H  0.50  -0.99  -0.69
H  1.97  0.02  -3.30
H  1.81  -1.71  -2.94
H  -0.76  -1.59  -2.89
H  0.01  -1.21  -4.45
H  -0.49  1.37  -2.93
H  -0.89  0.85  -4.60
H  -2.99  1.13  -3.79
H  -2.80  -0.64  -3.37
H  -2.02  1.56  -1.24
H  -3.74  1.17  -1.55
H  -3.74  -0.91  -0.59
H  -2.17  -1.39  -1.27
H  -0.96  0.02  0.61
H  -1.92  -1.42  1.16
H  -3.70  -0.05  2.05
H  -3.15  1.44  1.07
H  -0.88  1.14  2.52
H  -1.85  -0.08  3.47
H  -3.57  2.26  3.24
H  -1.96  2.93  3.67
H  -2.72  1.71  4.77
H  4.88  1.02  -1.35
H  4.50  -0.28  -0.11
H  5.49  2.05  1.42
H  6.59  2.49  -1.08
H  7.58  2.61  0.43
H  7.66  1.11  -0.61
H  6.99  -0.60  0.62
H  7.17  0.31  2.16
H  5.59  -0.55  1.82
H  1.93  4.14  1.39
H  2.36  5.46  0.25
H  0.36  5.40  -0.76
H  0.58  3.73  -1.34
H  -0.89  2.90  0.51
H  -1.47  4.58  0.32
H  -0.25  4.13  1.65
C  -4.51  -6.66  -1.07
C  -3.24  -5.86  -0.90
O  -3.39  -4.83  0.09
C  -3.37  -5.23  1.37
O  -3.24  -6.37  1.72
C  -3.51  -4.04  2.31
F  -4.54  -3.23  1.96
F  -2.40  -3.28  2.31
F  -3.73  -4.40  3.58
H  -5.35  -5.99  -1.30
H  -4.41  -7.39  -1.87
H  -4.77  -7.19  -0.15
H  -3.00  -5.35  -1.83
H  -2.39  -6.50  -0.65

=====

Below is a 3-piece molecular cluster, C25H47Br2FN4O3P overall at a distorted geometry, with properties calculated with wB97M-V/def2-TZVPD.

Summary:
Molar mass in g/mol: 661.46
Charge: +1
Orbital gap (spin up / spin down) in eV: 5.850 / 6.610
E_LUMO (spin up / spin down) in eV: -4.31 / -4.31
Spin multiplicity: 3

Cartesian coordinates (Å):
C  2.96  -1.02  -5.96
C  2.44  -2.48  -6.07
C  1.18  -2.73  -5.22
C  0.90  -4.27  -5.04
C  -0.08  -2.15  -5.83
C  -0.60  -2.42  -7.07
N  -1.75  -1.68  -7.10
F  -2.58  -1.69  -8.14
C  -1.95  -0.99  -5.99
P  -3.52  0.05  -5.88
O  -4.53  -0.93  -5.01
Br  -3.00  1.84  -4.62
N  -0.91  -1.26  -5.17
Br  -0.69  -0.56  -3.49
H  2.11  -0.34  -6.11
H  3.78  -0.84  -6.66
H  3.33  -0.90  -4.93
H  2.35  -2.82  -7.12
H  3.23  -3.11  -5.63
H  1.37  -2.31  -4.23
H  0.99  -4.75  -6.03
H  -0.15  -4.37  -4.75
H  1.54  -4.72  -4.28
H  -0.22  -3.06  -7.85
H  -4.03  -1.65  -4.61
C  -2.98  0.43  -0.78
C  -3.50  -0.77  0.04
C  -4.89  -0.44  0.58
C  -4.85  0.61  1.69
C  -3.90  0.18  2.81
C  -2.51  -0.25  2.33
N  -2.55  -1.13  1.13
O  -2.83  -2.35  1.52
C  -1.64  0.98  2.04
C  -1.80  -0.92  3.52
C  -3.61  -1.89  -1.00
H  -3.54  0.53  -1.71
H  -3.10  1.39  -0.28
H  -1.93  0.30  -1.04
H  -5.37  -1.34  0.97
H  -5.53  -0.08  -0.23
H  -4.55  1.59  1.30
H  -5.85  0.74  2.10
H  -3.81  0.99  3.53
H  -4.38  -0.65  3.35
H  -0.66  0.69  1.64
H  -1.45  1.55  2.95
H  -2.08  1.69  1.35
H  -2.37  -1.75  3.93
H  -1.66  -0.20  4.32
H  -0.81  -1.29  3.23
H  -2.63  -2.14  -1.41
H  -4.25  -1.57  -1.83
H  -4.06  -2.80  -0.59
C  3.44  3.30  2.06
C  2.61  3.12  3.35
C  3.46  3.53  4.56
C  4.57  2.53  4.84
C  4.01  1.12  5.01
C  3.08  0.67  3.88
N  2.10  1.72  3.47
O  1.12  1.72  4.34
C  3.89  0.22  2.65
C  2.38  -0.62  4.33
C  1.45  4.12  3.18
H  3.59  4.37  1.86
H  4.44  2.89  2.12
H  2.93  2.87  1.20
H  2.83  3.62  5.45
H  3.89  4.51  4.39
H  5.33  2.54  4.05
H  5.09  2.82  5.76
H  4.84  0.41  5.10
H  3.47  1.08  5.96
H  3.23  -0.04  1.82
H  4.48  -0.66  2.88
H  4.60  0.97  2.29
H  1.86  -0.50  5.28
H  3.12  -1.41  4.48
H  1.66  -0.97  3.59
H  0.83  3.85  2.32
H  1.84  5.12  3.02
H  0.82  4.17  4.06

=====

Below is C25H47CaClINO3Si2 as an isolated structure at a distorted geometry, with properties calculated with wB97M-V/def2-TZVPD.

Summary:
Molar mass in g/mol: 668.26
Energy above the lowest of the compared OMol25 structures with the same formula, charge and spin in kcal/mol: 80.29
Orbital gap in eV: 5.539
E_LUMO in eV: -0.14
Spin multiplicity: 1

Cartesian coordinates (Å):
O  -1.96  -2.04  -1.33
O  -3.10  -1.47  -3.25
C  -0.74  -2.85  -1.77
C  0.25  -3.03  -0.67
H  -0.28  -2.23  -2.56
H  -1.15  -3.76  -2.21
H  0.53  -2.12  -0.17
H  1.21  -3.40  -1.07
H  -0.14  -3.73  0.05
C  -2.68  -2.65  -0.12
C  -3.62  -3.72  -0.57
H  -3.23  -1.85  0.38
H  -1.93  -3.06  0.54
H  -4.27  -3.45  -1.41
H  -4.29  -4.00  0.25
H  -3.12  -4.65  -0.89
C  -3.65  -0.16  -2.78
C  -2.67  -1.54  -4.71
C  -4.37  -0.29  -1.48
H  -4.36  0.06  -3.57
H  -2.84  0.58  -2.76
H  -4.94  -1.21  -1.43
H  -5.16  0.46  -1.47
H  -3.74  -0.11  -0.61
C  -3.29  -2.72  -5.43
H  -1.57  -1.56  -4.83
H  -2.98  -0.60  -5.15
H  -3.03  -3.70  -4.99
H  -2.94  -2.70  -6.48
H  -4.38  -2.64  -5.52
H  -2.64  -2.00  -2.33
Ca  1.17  1.23  1.09
C  0.01  1.89  -0.69
Si  0.88  2.01  -2.31
H  -0.95  2.44  -0.62
H  -0.45  0.83  -0.68
C  1.56  0.38  -2.99
C  2.25  3.28  -2.09
C  -0.49  2.32  -3.58
C  3.29  0.13  0.36
Si  4.39  1.03  1.54
H  3.68  0.17  -0.67
H  3.04  -0.93  0.60
C  5.22  2.47  0.66
C  5.57  -0.15  2.37
C  3.38  1.86  2.93
H  -0.32  3.14  -4.29
H  -1.38  2.57  -2.98
H  -0.75  1.41  -4.13
H  2.36  -0.07  -2.38
H  1.93  0.46  -4.02
H  0.72  -0.35  -3.00
H  3.16  2.99  -1.55
H  1.86  4.15  -1.54
H  2.61  3.68  -3.05
H  6.27  -0.54  1.62
H  5.01  -1.00  2.79
H  6.13  0.34  3.18
H  2.85  1.13  3.55
H  2.68  2.64  2.58
H  4.11  2.38  3.58
H  6.01  2.87  1.31
H  4.54  3.30  0.44
H  5.68  2.16  -0.29
Cl  -0.59  0.16  7.87
C  -0.28  0.03  6.18
C  0.37  -1.12  5.72
C  0.66  -1.30  4.37
I  1.86  -2.89  3.70
C  0.24  -0.34  3.41
O  0.45  -0.55  2.15
C  -0.31  0.93  3.91
N  -0.31  1.99  3.06
C  -0.83  3.17  3.46
C  -1.26  3.39  4.79
C  -1.12  2.37  5.70
C  -0.62  1.11  5.30
H  0.68  -1.90  6.42
H  -0.88  3.97  2.72
H  -1.61  4.39  5.07
H  -1.37  2.54  6.75